(1)
54
Properties=species:S:1:pos:R:3 method="wB97M-V/def2-TZVPD" e_homo_ev=-7.424 gap_ev=7.158 e_above_lowest_kcal_mol=510.51 spin_multiplicity=1
C -5.1464 -1.0922 -0.3825
C -4.7864 0.3430 -0.1593
C -5.7990 1.3707 -0.3417
C -5.7270 2.5794 -0.0096
C -4.5428 2.8514 0.3775
C -3.5913 2.0348 0.7364
C -3.7878 0.6564 0.5006
N -2.6935 -0.1456 0.3892
C -1.7366 0.1156 1.4428
C -0.9524 -1.2870 1.8508
N -0.4190 -1.6650 0.7351
C -1.3946 -1.8628 -0.4909
H -0.7479 -2.4912 -1.3932
C -2.0085 -0.5603 -0.6593
H -2.7925 -0.8435 -1.5914
H -1.3951 0.0742 -0.9596
H -2.0026 -2.8740 -0.0607
C 0.9851 -1.6042 0.5301
C 1.8458 -2.6660 -0.2090
H 1.5433 -3.5849 0.6220
C 3.1895 -2.4997 -0.3781
C 3.3304 -1.1394 -0.9713
N 2.7306 -0.0139 -0.4783
C 3.2185 0.9865 0.2604
O 2.6136 2.0098 0.3242
C 4.8452 1.0204 0.1532
C 5.5930 1.8407 -0.2724
N 6.9038 1.9906 0.0448
N 7.0176 0.7554 0.8523
S 5.7757 -0.1577 1.1009
C 5.1736 3.3286 -1.0994
H 5.1574 2.9751 -2.2434
H 5.8769 4.0778 -0.8273
H 4.1276 3.3725 -0.7949
C 1.2736 -0.3985 -0.4569
H 0.9092 0.7807 -0.0137
H 0.9480 -0.5008 -1.6418
H 4.5070 -0.9766 -0.9554
H 3.0267 -1.3501 -2.1176
H 3.6204 -3.2110 -0.6684
H 3.7617 -2.4251 0.8593
H 1.1841 -2.9352 -0.8864
H 1.3867 -1.3789 1.4504
H -0.3009 -1.2374 2.6756
H -1.8601 -1.8766 2.1519
H -2.0336 0.3958 2.4193
H -0.8472 0.7240 1.2693
H -2.4578 2.3172 1.1138
H -4.3909 4.1549 0.7007
H -6.7226 3.3809 -0.0630
H -6.8883 0.9938 -0.7398
H -4.5119 -1.6820 0.0680
H -6.0428 -1.2832 -0.3375
H -4.9656 -1.3872 -1.4260

***

(2)
59
Properties=species:S:1:pos:R:3 method="wB97M-V/def2-TZVPD" charge=+1 e_homo_ev=-10.244 gap_ev=8.328 spin_multiplicity=1
Zn -0.0686 -0.2591 0.1100
C -0.2050 4.8949 -1.8021
C 0.5103 4.2669 -0.6691
N 1.2594 4.8711 0.1940
N 1.6843 3.8822 1.0368
C 1.2183 2.6706 0.7223
S 1.5165 1.1981 1.4689
N 0.4522 2.9162 -0.3853
N -0.2175 1.9069 -1.0480
H 0.0283 5.9558 -1.8178
H -1.2834 4.7714 -1.6983
H 0.0984 4.4502 -2.7502
H 2.3001 4.0977 1.8032
H -1.2182 2.0642 -1.0751
H 0.1766 1.7218 -1.9636
S -4.0963 -1.2371 -1.5067
C -3.0091 -1.8192 -2.6840
C -1.7093 -1.5784 -2.3407
C -1.5456 -0.9065 -1.0951
C -2.7804 -0.6649 -0.5430
C -2.9858 0.0291 0.7311
C -4.2308 0.1529 1.3500
C -4.3321 0.8589 2.5308
C -3.1933 1.4346 3.0819
C -1.9951 1.2551 2.4192
N -1.8848 0.5699 1.2814
H -3.3842 -2.3103 -3.5665
H -0.8874 -1.8911 -2.9713
H -5.1030 -0.3037 0.9027
H -5.2907 0.9622 3.0201
H -3.2309 2.0032 3.9993
H -1.0683 1.6671 2.8046
C 1.8771 0.0401 -3.9696
N 2.8776 -0.7056 -3.2210
C 4.0206 -1.2958 -3.9042
C 2.6948 -0.8341 -1.8989
C 3.7188 -1.5960 -1.1011
O 1.7070 -0.3335 -1.3501
H 2.1645 0.0663 -5.0164
H 1.8160 1.0674 -3.6037
H 0.8934 -0.4205 -3.8768
H 3.8824 -1.1795 -4.9750
H 4.1019 -2.3609 -3.6909
H 4.9542 -0.8053 -3.6260
H 4.7329 -1.2626 -1.3167
H 3.6705 -2.6609 -1.3341
H 3.5009 -1.4525 -0.0468
C -0.1066 -1.5808 3.6638
C 0.3239 -2.3936 2.4984
N 0.4504 -1.9753 1.2588
C 0.8776 -3.0572 0.5156
C 1.0150 -4.1350 1.3246
N 0.6591 -3.6984 2.5799
H -0.2601 -0.5531 3.3476
H 0.6496 -1.5920 4.4487
H -1.0418 -1.9576 4.0806
H 1.0206 -2.9854 -0.5469
H 1.3144 -5.1478 1.1313
H 0.6453 -4.2510 3.4209

***

(3)
54
Properties=species:S:1:pos:R:3 method="wB97M-V/def2-TZVPD" smiles="CCOC(=O)C1CCN(C(=O)/C=C/c2cc(OC)c(OC)c(OC)c2)CC1" e_homo_ev=-8.069 gap_ev=8.358 e_above_lowest_kcal_mol=54.71 spin_multiplicity=1
C -5.2607 -2.0193 -5.1163
C -5.8344 -2.5423 -3.8132
O -4.8638 -2.3416 -2.7830
C -5.1804 -2.7878 -1.5670
O -6.2256 -3.3233 -1.3047
C -4.0522 -2.5754 -0.5730
C -3.5854 -1.1136 -0.5654
C -2.1529 -0.9923 -0.0533
N -1.2442 -1.7074 -0.9260
C 0.1027 -1.5195 -0.9834
O 0.7855 -2.1316 -1.7923
C 0.6938 -0.5640 -0.0258
C 1.9572 -0.1558 -0.1979
C 2.7176 0.7517 0.6363
C 4.0196 1.0641 0.2740
C 4.8049 1.9422 1.0184
O 6.0514 2.1180 0.5056
C 6.9605 3.0515 1.0451
C 4.2754 2.5290 2.1771
O 5.0650 3.3707 2.9267
C 4.5052 4.5828 3.3920
C 2.9613 2.1877 2.5650
O 2.5182 2.7464 3.7348
C 1.2233 2.4368 4.1838
C 2.1977 1.3282 1.7981
C -1.8296 -2.7527 -1.7442
C -2.8763 -3.5066 -0.9365
H -5.0334 -0.9602 -5.0285
H -5.9819 -2.1620 -5.9154
H -4.3462 -2.5516 -5.3640
H -6.7539 -2.0138 -3.5382
H -6.0646 -3.6115 -3.8766
H -4.4466 -2.8535 0.4082
H -3.6312 -0.7100 -1.5769
H -4.2441 -0.5162 0.0665
H -1.8807 0.0669 -0.0304
H -2.0977 -1.3887 0.9715
H 0.1000 -0.2479 0.8157
H 2.4775 -0.5435 -1.0650
H 4.4612 0.6362 -0.6117
H 6.5810 4.0739 0.9716
H 7.2026 2.8285 2.0854
H 7.8559 2.9561 0.4305
H 5.3517 5.2491 3.5630
H 3.8383 5.0261 2.6477
H 3.9581 4.4419 4.3258
H 1.1027 2.9797 5.1204
H 0.4586 2.7697 3.4740
H 1.1072 1.3648 4.3718
H 1.1960 1.0812 2.1040
H -2.2827 -2.3306 -2.6480
H -1.0128 -3.4115 -2.0487
H -3.2345 -4.3659 -1.5045
H -2.4140 -3.8835 -0.0228

***

(4)
50
Properties=species:S:1:pos:R:3 method="wB97M-V/def2-TZVPD" e_homo_ev="-7.046 / -7.078" gap_ev="5.119 / 4.797" spin_multiplicity=1
C -1.6660 -1.3309 -3.5965
C -0.4279 -0.7240 -3.8869
C -0.4049 0.5475 -3.2508
C -1.6362 0.7008 -2.5552
C -2.4088 -0.4527 -2.7895
Pb 0.0495 -1.0202 -1.1779
C 0.7441 -3.2562 -1.6242
C -0.5534 -3.7834 -1.2278
C -0.9750 -4.9927 -1.7523
N -1.3085 -2.9631 -0.4402
H 0.4069 1.2752 -3.2915
H 0.3671 -1.1566 -4.5002
H -1.9675 1.5973 -2.0306
H -3.4322 -0.6227 -2.4445
H -2.0107 -2.2971 -3.9793
H 1.0266 -3.2665 -2.6797
H -2.2398 -3.3640 -0.2826
H 1.5533 -3.0788 -0.9019
H -0.3046 -5.4924 -2.4327
H -1.9659 -5.3622 -1.5465
C 0.3006 -2.1555 2.1396
C 1.5223 -1.2227 2.1120
C 2.5136 -1.4836 0.9739
C 1.2056 0.2887 2.3047
C 1.6715 0.9363 3.4432
C 1.4113 2.3234 3.5955
C 0.7042 3.1012 2.6360
C 0.2580 2.4631 1.4922
C -0.5324 3.1975 0.3756
C -1.8306 3.7709 0.9320
C 0.3527 4.2930 -0.2040
C 0.4415 1.0551 1.3695
O -0.2726 0.5116 0.4297
H -0.4542 -1.9764 1.3584
H -0.1946 -2.0291 3.1121
H 0.5801 -3.2163 2.0400
H 2.0749 -1.4519 3.0421
H 2.1622 -1.1199 -0.0059
H 3.4346 -0.9274 1.1916
H 2.7757 -2.5455 0.8625
H 2.2436 0.3062 4.1691
H 1.7931 2.8205 4.4948
H 0.4737 4.1860 2.7028
H -0.7929 2.4902 -0.4246
H -1.5911 4.4187 1.7839
H -2.3761 4.3557 0.1783
H -2.4769 2.9586 1.2889
H 1.2602 3.8544 -0.6389
H -0.1643 4.8797 -0.9734
H 0.6605 4.9603 0.6095

***

no.,calculated total energy (Ha)
1,-1524.75204
2,-3867.19499
3,-1284.46644
4,-1100.93822